145
Properties=species:S:1:pos:R:3:forces:R:3 method="wB97M-V/def2-TZVPD" orbital_gap_ev=6.08 total_charge=-2 energy_ev=-188429.2398
H 1.759 -0.407 -2.748 0.0 0.0 0.0
C -0.176 4.672 -1.377 0.0 -0.1 0.0
H 0.466 -6.080 1.042 0.0 0.0 0.1
H 3.478 -2.499 -1.898 0.0 0.0 0.0
H 2.236 -4.550 3.140 0.0 0.0 0.0
H 4.526 -1.058 1.897 0.0 0.0 0.0
C -0.096 7.940 1.657 0.0 0.0 0.0
H 2.455 0.961 -1.896 0.0 0.1 0.0
H -1.507 3.492 6.010 0.0 0.0 0.0
H 4.879 3.485 -2.826 0.0 0.0 0.0
H -1.011 -4.585 -5.860 0.0 0.0 0.0
C -0.836 -2.949 2.169 -0.1 0.0 -0.1
C 0.005 -6.591 1.888 0.0 0.0 0.0
H 2.431 9.819 0.442 0.0 0.0 0.0
C -1.531 1.843 4.622 0.0 0.0 0.0
C 0.397 3.211 3.226 0.0 0.0 0.1
C 3.016 4.376 -3.429 0.0 0.0 0.0
H -4.117 -4.769 -3.865 0.0 0.0 0.0
C 0.033 1.972 2.705 -0.2 0.0 -0.1
H 1.614 -4.268 4.765 0.0 0.0 0.0
C 1.662 -4.994 3.950 0.0 0.0 0.0
H -4.102 -2.566 4.152 0.0 0.0 0.0
C 1.788 4.104 1.297 -0.1 0.1 0.0
H 1.764 -4.671 -4.884 0.0 0.0 0.0
C -4.675 -2.397 -1.624 0.0 0.0 0.0
C -3.108 0.032 -3.658 -0.1 -0.1 0.0
H 3.103 -1.996 1.415 0.0 0.0 0.0
H 1.429 5.065 5.226 0.0 0.0 0.0
N -1.579 -1.829 2.058 0.0 0.1 0.0
H -4.896 -5.436 -2.424 0.0 0.0 0.0
C -4.539 1.541 0.358 0.0 0.0 0.0
H -1.303 0.349 3.141 -0.1 0.1 0.0
H 4.178 0.912 3.190 0.0 0.0 0.0
C -1.093 3.071 5.099 0.0 0.0 0.0
H 2.706 -2.913 -0.344 0.0 0.0 0.0
H -0.188 5.363 5.852 0.0 0.0 0.0
H 1.645 -1.741 3.069 0.0 0.0 0.0
C -3.044 -4.397 -0.038 0.0 0.0 0.0
H 0.055 -0.288 -4.625 0.0 0.0 0.0
H 3.911 6.978 -0.773 0.0 0.0 0.0
C 1.887 8.942 0.776 0.0 0.0 0.0
F -5.248 1.281 -0.760 0.0 0.0 0.0
H 0.584 -6.598 -2.460 0.0 0.0 0.0
H -3.276 -0.812 2.589 0.0 0.0 0.0
H 2.959 -1.055 4.069 0.0 0.0 0.0
F -5.072 0.780 1.341 0.0 0.0 0.0
S 0.479 -3.131 1.068 0.1 0.0 0.0
C -0.118 3.778 4.407 0.0 0.0 0.0
C -3.257 -2.324 -5.557 0.0 0.0 0.0
C 3.702 -0.517 -0.026 0.0 0.0 0.0
N 1.410 4.006 2.594 0.1 0.0 0.0
H -1.003 -6.895 1.594 0.0 0.0 0.0
C -1.108 -5.260 -5.007 0.0 0.0 0.0
N 2.578 -0.879 -0.878 0.0 0.1 -0.2
C 0.367 5.101 4.951 0.0 0.0 0.0
H 1.766 4.770 3.142 0.0 0.0 0.0
C -3.944 -5.083 -2.835 0.0 0.0 0.0
Si -0.283 -4.505 -3.487 0.0 0.0 0.0
H -4.171 -0.209 -3.598 0.0 0.0 0.0
H 0.125 10.051 1.310 0.0 0.0 0.0
H -3.680 -1.595 -6.257 0.0 0.0 0.0
C -1.173 -3.961 3.110 0.0 -0.1 0.0
F -4.773 2.818 0.685 0.0 0.0 0.0
H 3.362 4.648 -4.419 0.0 0.0 0.0
C -0.640 1.889 -3.298 0.2 0.1 0.0
Si -2.134 -1.408 -4.344 0.0 0.1 0.0
H 2.575 1.712 3.120 0.0 0.0 0.0
Ba -0.225 0.360 0.289 1.3 -0.4 0.5
H 3.531 -0.231 -2.667 0.0 0.0 0.0
H 1.494 -2.987 -4.406 0.0 0.0 0.0
H 0.246 5.921 4.236 0.0 0.0 0.0
C 2.512 7.706 0.700 0.0 0.0 0.0
H -1.116 8.014 2.011 0.0 0.0 0.0
N -0.292 1.285 -2.360 -0.1 0.1 -0.1
H 1.697 -2.562 -1.737 0.0 0.0 0.0
S -1.100 2.723 -4.643 0.1 0.2 0.0
H 1.041 5.150 -3.744 0.0 0.0 0.0
H -5.064 -2.115 -2.604 0.0 0.0 0.0
H 0.580 -7.493 2.117 0.0 0.0 0.0
H -1.821 -6.833 4.535 0.0 0.0 0.0
H -0.600 -6.196 -5.264 0.0 0.0 0.0
H -0.784 4.892 -2.253 0.0 0.0 0.0
H -3.902 -5.022 0.234 0.0 0.0 0.0
H 1.421 -0.170 3.865 0.0 0.0 0.0
H -1.065 -6.278 -1.901 0.0 0.0 0.0
H 3.101 5.257 0.276 0.0 0.0 0.0
C 1.814 6.565 1.129 0.0 0.0 0.0
C -0.826 -6.456 4.784 0.0 0.0 0.0
C 3.531 -0.992 1.412 0.0 0.0 0.0
H 4.025 2.836 -0.588 0.0 0.0 0.0
N 2.641 -0.136 2.178 0.0 0.0 -0.1
C 3.385 3.359 -1.291 0.0 0.0 0.0
H 2.181 -5.885 4.317 0.0 0.0 0.0
Si -0.066 -5.445 3.372 0.0 -0.1 -0.1
H 4.563 7.064 0.859 0.0 0.0 0.0
O -2.228 2.151 0.268 -0.3 0.2 0.0
H -2.296 1.290 5.158 0.0 0.0 0.0
H -0.887 -0.191 -6.107 0.0 0.0 0.0
H -0.647 3.857 -0.825 0.0 0.0 0.0
C -3.030 1.217 0.152 -0.2 0.1 -0.1
H 3.792 0.570 -0.039 0.0 0.0 0.0
C 2.622 -2.288 -1.230 0.0 0.0 0.0
C 0.593 9.076 1.260 0.0 0.0 0.0
H 4.324 8.547 -0.082 0.0 0.0 0.0
H -2.662 -4.572 4.527 0.0 0.0 0.0
C 2.586 -0.097 -2.109 0.1 0.0 0.0
C 3.284 1.104 2.564 0.0 0.0 0.0
C -3.166 -2.693 3.626 0.0 0.0 0.0
C -2.708 -1.724 2.753 -0.1 0.0 0.0
H -0.908 -5.864 5.699 0.0 0.0 0.0
C -0.110 -5.811 -2.150 0.0 0.0 0.0
H -2.978 0.906 -4.302 -0.1 -0.1 0.0
H 0.274 -5.344 -1.237 0.0 0.0 0.0
H -3.255 -5.930 -2.848 0.0 0.0 0.0
H 3.588 1.680 1.689 0.0 0.0 0.0
H -2.766 0.308 -2.659 0.0 0.0 -0.1
H -0.064 -1.709 -5.688 0.0 0.0 0.0
H -0.189 -7.318 5.001 0.0 0.0 0.0
H -0.174 5.551 -0.724 0.0 0.0 0.0
C 3.860 3.725 -2.543 0.0 0.0 0.0
C -0.965 1.336 3.459 0.0 -0.1 0.1
H 2.173 -4.128 -3.251 0.0 0.0 0.0
H -5.498 -2.818 -1.038 0.0 0.0 0.0
C 1.220 4.316 -1.794 0.0 0.0 0.0
N 1.619 3.243 0.365 0.0 -0.1 0.0
H -2.132 -4.989 0.042 0.0 0.0 0.0
H -2.972 -3.588 0.688 0.0 0.0 0.1
H 4.645 -0.918 -0.446 0.0 0.0 0.0
Si -3.313 -3.676 -1.739 0.0 0.0 -0.1
H -2.725 -3.081 -6.134 0.0 0.0 0.0
C 1.712 4.665 -3.046 0.0 0.0 0.0
C 2.071 3.636 -0.915 0.1 0.0 0.0
C -2.357 -3.812 3.815 0.0 0.0 0.0
O -2.792 0.015 -0.102 -0.5 0.1 0.0
C 1.450 -4.022 -4.060 0.0 0.0 0.0
C 2.141 -0.816 3.362 0.0 0.0 0.0
H -2.167 -5.469 -4.861 0.0 0.0 0.0
C 0.502 6.692 1.587 0.0 0.0 0.0
C -0.610 -0.852 -5.282 0.0 -0.1 -0.1
H -4.318 -1.496 -1.118 0.0 0.0 0.0
N 2.482 5.331 1.072 0.0 0.0 0.0
As -1.331 -2.653 -2.512 -0.1 0.0 0.1
C 3.903 7.568 0.149 0.0 0.0 0.0
H -0.059 5.809 1.866 0.0 0.0 0.0
H -4.089 -2.809 -5.043 0.0 0.0 0.0

=====

20
Properties=species:S:1:pos:R:3:forces:R:3 method="wB97M-V/def2-TZVPD" orbital_gap_ev=9.84 total_charge=0 energy_ev=-10407.2375 smiles="CNC(=O)[C@H](C)NC"
H 0.960 -1.105 2.887 -0.1 -0.3 -0.1
N -1.146 0.280 -0.893 0.4 -0.1 -0.2
H -1.062 1.173 -1.368 -0.1 0.1 0.2
C 0.167 -0.410 2.631 -0.1 0.9 0.2
H -0.867 -0.998 -2.609 -0.2 0.2 -0.1
N 0.720 0.790 1.971 -0.6 -0.9 0.3
C 0.177 -0.014 -0.330 -0.2 0.7 0.2
H -0.355 -0.102 3.540 0.3 0.0 0.1
H -0.632 -0.836 2.033 0.3 -0.3 -0.2
C 0.418 1.101 0.683 0.3 0.3 -0.3
C 1.347 0.011 -1.337 -0.6 -0.3 -0.3
O 0.427 2.247 0.272 0.1 0.2 0.1
H -2.538 -0.403 -2.260 -0.1 0.1 -0.4
H 0.106 -0.987 0.138 0.1 -0.2 0.1
H 1.482 -0.997 -1.723 0.3 0.0 -0.1
H 0.875 1.577 2.581 0.0 0.2 -0.2
C -1.599 -0.727 -1.834 0.0 -0.7 0.4
H 2.267 0.391 -0.916 0.2 -0.1 0.2
H 1.097 0.661 -2.178 0.0 0.0 0.1
H -1.841 -1.653 -1.288 0.2 0.2 -0.1

=====

17
Properties=species:S:1:pos:R:3:forces:R:3 method="wB97M-V/def2-TZVPD" orbital_gap_ev=8.91 total_charge=0 energy_ev=-8892.6899 smiles=CNc1ccccc1
C -1.865 0.162 -2.205 -1.0 7.1 6.2
N -0.683 0.824 -1.526 1.3 0.2 -3.4
C 1.010 0.965 0.203 -1.9 1.5 -5.7
H -0.229 -2.294 1.903 -0.1 1.9 -1.0
C 1.629 0.491 1.240 -2.7 -3.7 1.6
H -2.061 0.782 -3.029 -0.7 1.1 -1.0
H -2.677 0.354 -1.361 1.0 -1.3 -2.3
C -0.568 -0.829 0.269 -0.2 0.6 -0.6
H 1.527 -1.142 2.731 0.7 0.5 0.3
H -1.395 -1.268 -0.120 -2.3 -1.5 -1.1
C -0.075 0.263 -0.357 -0.1 1.8 -1.6
H 2.407 0.935 1.592 4.9 2.6 2.3
H -1.662 -0.698 -2.568 0.9 -6.5 -1.7
H -0.025 1.116 -2.394 -1.3 -0.9 3.4
H 1.323 1.751 -0.534 0.2 -0.2 1.5
C 0.019 -1.290 1.386 0.6 -2.7 2.4
C 1.112 -0.646 1.873 0.5 -0.4 0.7

=====

11
Properties=species:S:1:pos:R:3:forces:R:3 method="wB97M-V/def2-TZVPD" orbital_gap_ev=10.62 total_charge=0 energy_ev=-19920.7698 smiles=N[C@H]1[C@@H](F)[C@@H]1Cl
C -0.929 0.557 -0.211 0.4 -0.6 0.0
C -0.060 -0.442 0.535 1.0 2.0 0.4
H 0.778 -0.012 -1.513 0.0 -0.2 0.5
C -0.038 -0.428 -0.924 -0.4 -0.1 -1.7
H -0.571 -1.210 1.016 -0.7 -1.4 0.7
N 1.057 0.141 1.243 0.3 -0.7 -0.1
H 1.957 -0.252 0.920 -0.8 0.4 0.3
F -0.488 1.853 -0.109 0.0 0.0 -0.5
H -2.001 0.515 -0.313 -0.1 -0.2 0.2
H 1.031 1.134 1.085 0.4 0.2 0.1
Cl -0.737 -1.856 -1.730 -0.1 0.5 0.0

=====

Across the entries above, M takes the values 1229.9, 116.2, 107.2, 109.5 g mol⁻¹, respectively.
Across the entries above, HOMO level takes the values -2.345, -8.905, -7.890, -9.548 eV, respectively.
Across the entries above, energy above the lowest of the compared OMol25 structures with the same formula, charge and spin takes the values 0.0, 114.5, 238.0, 34.7 kJ/mol, respectively.